C26H42BrN3P2ReS | ωB97M-V with the def2-TZVPD basis set

The geometry in XYZ format:
```
76
Properties=species:S:1:pos:R:3:forces:R:3:lowdin_spin:R:1
C -0.5891 -1.3128 4.8288 0.293 -0.374 0.285 0.003
C -0.0065 -1.1530 3.5579 -1.405 -1.059 0.730 0.002
C 0.4286 -2.3243 2.8818 0.220 -0.401 0.127 0.002
C 0.2882 -3.5682 3.5207 -0.160 0.393 0.332 0.000
N -0.2452 -3.6851 4.7535 0.044 0.566 -0.138 0.003
C -0.6484 -2.5838 5.4092 0.149 -0.292 -0.384 0.000
C 0.0447 0.1531 3.0590 2.830 1.980 -0.937 0.022
C 0.4690 1.2688 2.6527 1.458 -1.977 -0.227 0.018
C 1.8090 1.7114 2.1165 -1.968 -1.401 1.144 0.016
C 2.0544 2.9883 1.5173 0.307 1.770 0.547 0.061
C 3.2716 3.3249 0.8660 1.537 1.358 1.884 0.095
C 3.9430 2.1004 0.6166 1.249 1.996 -0.007 0.541
C 3.9351 0.9673 1.3347 -0.492 -2.835 1.690 0.150
C 2.7738 0.7192 2.1117 1.524 -0.092 -0.035 0.045
Re 2.4981 2.3687 -0.6924 -0.904 -2.147 -4.354 0.760
P -1.5914 0.0224 0.1988 -3.485 -1.504 -0.477 0.503
H 0.9252 -2.3040 1.9170 -0.119 0.201 0.041 0.000
H -0.9211 -0.4514 5.3812 -0.160 0.151 0.141 0.000
H 0.6125 -4.5203 3.0481 -0.210 0.869 0.291 0.000
H -1.0312 -2.7082 6.4325 0.147 -0.056 -0.559 0.000
H 2.6069 -0.2059 2.6685 0.283 0.247 -0.304 0.002
H 1.4236 3.8292 1.7768 -0.093 -0.176 0.001 0.006
H 4.7355 0.2435 1.1693 -0.245 -0.236 0.230 0.015
H 3.7288 4.3043 0.6082 -0.521 -0.391 0.751 0.017
C -2.7020 0.5518 -1.2261 1.544 1.093 -0.040 0.060
C -3.8197 -0.3849 -1.6071 -0.361 -0.547 0.086 0.027
H -2.0092 0.7131 -2.0648 -0.355 0.103 0.002 0.002
H -3.0797 1.5454 -0.9479 0.079 -0.147 -0.032 0.000
H -4.3994 0.0651 -2.4113 0.049 0.167 -0.087 0.008
H -3.4589 -1.3385 -1.9859 -0.011 -0.061 0.022 0.001
H -4.5158 -0.5641 -0.7909 0.079 -0.098 -0.060 0.000
C -1.6416 -1.8465 0.1405 1.645 0.186 -0.412 0.063
C -2.5628 -2.5957 1.0774 -0.352 -0.038 0.325 0.018
H -0.5929 -2.1118 0.3640 -0.334 -0.242 -0.146 0.007
H -1.8149 -2.1512 -0.9009 0.095 0.314 0.246 0.003
H -2.3389 -3.6616 1.0034 0.071 0.036 -0.084 0.005
H -2.4000 -2.3186 2.1178 -0.157 0.005 0.050 0.001
H -3.6151 -2.4811 0.8149 0.121 0.060 0.069 0.000
C -2.6360 0.4697 1.6675 1.217 0.762 0.664 0.064
C -4.1551 0.3720 1.5856 -0.367 -0.218 -0.256 0.028
H -2.3450 1.5089 1.8862 -0.361 -0.391 -0.008 0.003
H -2.2313 -0.1170 2.5035 -0.313 0.048 -0.183 0.000
H -4.5846 0.7427 2.5218 0.224 -0.016 -0.030 0.007
H -4.5707 0.9934 0.7889 0.045 -0.125 0.088 0.001
H -4.5020 -0.6578 1.4690 0.044 0.259 -0.040 0.000
Br 4.3324 1.8117 -2.1752 -0.026 1.185 1.247 0.104
P 1.1578 -0.3218 -2.0930 0.619 -0.196 -0.506 0.163
C -0.0739 -1.4026 -2.9545 -0.449 0.184 0.704 0.027
C 0.0853 -1.5871 -4.4600 0.192 0.005 -0.409 0.010
H -1.0485 -0.9423 -2.7294 0.169 -0.335 -0.225 0.001
H -0.0442 -2.3717 -2.4361 0.016 0.223 -0.030 0.000
H -0.7008 -2.2744 -4.8033 0.173 0.233 0.074 0.003
H -0.0374 -0.6381 -5.0001 0.024 -0.334 0.070 0.000
H 1.0505 -2.0386 -4.7299 -0.378 0.186 0.089 0.000
C 1.5849 0.9747 -3.3458 -0.127 -0.056 0.093 0.024
C 2.6431 0.6328 -4.4060 0.450 0.331 0.003 0.016
H 1.8965 1.9004 -2.7429 -0.434 -0.386 -0.917 0.008
H 0.6452 1.2668 -3.8296 0.034 0.125 0.177 0.000
H 2.7672 1.4917 -5.0833 -0.104 -0.247 0.145 0.000
H 3.6313 0.4618 -3.9401 -0.706 -0.316 -0.571 0.004
H 2.3934 -0.2448 -5.0198 -0.121 0.355 0.345 0.001
C 2.5898 -1.4121 -1.7600 0.379 -0.236 0.380 0.011
C 2.9999 -2.4257 -2.8413 0.084 -0.211 -0.313 0.005
H 2.2825 -1.9738 -0.8526 0.222 0.289 -0.275 0.000
H 3.4596 -0.7896 -1.4760 -0.460 -0.228 -0.014 0.000
H 3.8759 -3.0013 -2.4899 -0.436 0.267 -0.099 0.002
H 2.1916 -3.1460 -3.0449 0.352 0.249 0.051 0.000
H 3.2879 -1.9366 -3.7857 -0.128 -0.254 0.421 0.000
N -1.0727 3.3337 2.0014 1.286 -0.193 -0.729 0.001
C -0.7395 3.7878 0.8120 -0.036 0.137 -0.368 0.007
N -1.2354 4.9276 0.3745 1.130 -0.845 -0.527 0.001
S 0.2995 2.7298 -0.4717 -3.050 1.061 0.345 0.053
H -1.5255 3.9341 2.6681 -0.462 0.380 0.212 0.000
H -0.5515 2.5040 2.4017 -0.608 0.424 -0.295 0.000
H -0.9984 5.2737 -0.5443 -0.077 0.176 -0.084 0.000
H -1.6862 5.5582 1.0176 -0.405 0.286 0.063 0.000
```
Positions in Å, forces in eV/Å.

Summary:
Highest occupied orbital energy (alpha / beta)   -19.69 / -19.69 eV
Frontier orbital gap (alpha / beta)   4.6 / 4.6 eV
Multiplicity   4
Expectation value of S²   3.9895
Net charge   +4
M   756.77 g mol⁻¹
E   -133646.590 eV